[1]
Density functional theory data (wB97M-V/def2-TZVPD) for a structure of composition C28H30BrN6O6RuS.

Multiplicity: 5
LUMO energy (alpha / beta), eV: -3.617 / -5.484
Energy relative to the best compared isomer or geometry (same formula, charge and spin), kJ/mol: 52.0
Net charge: +1
E, a.u.: -4931.8524
HOMO energy (alpha / beta), eV: -11.25 / -11.32

Geometry as XYZ:
```
73
Properties=species:S:1:pos:R:3:forces:R:3:lowdin_spin:R:1
Ru -1.0057 0.5862 -0.6955 0.1982 0.6134 -0.3202 2.4874
O 1.5606 -1.2769 -2.0421 0.0381 0.0075 -0.1373 0.0025
S 1.4705 -2.0881 -0.8682 -0.2433 0.2840 0.1329 0.0273
O 2.6396 -2.2363 -0.0443 -0.0007 -0.0344 -0.0250 0.0136
N 0.2574 -1.3486 0.0574 0.1736 -0.3344 0.0093 0.3857
C 0.0089 -1.7311 1.2904 -0.1318 -0.0624 0.1750 0.0557
C 0.5900 -2.8242 2.0037 -0.0169 0.0745 -0.0819 0.2029
C 0.1849 -3.1375 3.2909 0.0199 0.0351 -0.0577 0.0019
C -0.7911 -2.4024 3.9276 0.0045 0.0204 -0.0340 0.2354
C -1.4089 -1.2966 3.2777 0.0074 -0.0619 0.0711 0.0113
C -2.4160 -0.5402 3.9003 -0.0016 0.0482 -0.0599 0.0296
C -2.9812 0.5021 3.2165 0.0308 0.0162 -0.0719 -0.0118
C -2.5310 0.7819 1.9242 0.0065 -0.0124 0.0135 0.0300
N -1.5757 0.0885 1.3189 -0.0273 -0.1613 0.1823 -0.0011
C -1.0150 -0.9515 1.9782 -0.1153 0.0083 -0.0530 0.0555
C 0.8108 -3.6750 -1.2405 0.2283 -0.1647 0.0055 0.0072
C 1.7292 -4.7178 -1.3178 -0.0752 -0.0405 0.0756 0.0022
C 1.2746 -5.9847 -1.6451 0.0146 0.0070 0.0111 0.0006
C -0.0755 -6.1986 -1.8824 -0.0027 0.0086 -0.0074 0.0006
C -0.9780 -5.1476 -1.8044 0.0090 0.0238 0.0000 0.0000
C -0.5405 -3.8704 -1.4889 -0.0868 0.0671 -0.0381 0.0026
H 1.3581 -3.4120 1.5293 0.0470 -0.0200 -0.0488 0.0082
H 0.6425 -3.9739 3.7988 0.0194 -0.0343 0.0009 -0.0044
H -1.1054 -2.6577 4.9301 -0.0160 -0.0021 0.0359 0.0108
H -2.7329 -0.7913 4.9036 -0.0089 -0.0119 0.0266 0.0009
H -3.7627 1.1101 3.6470 -0.0145 0.0086 0.0042 -0.0012
H -2.9540 1.6033 1.3639 -0.0060 0.0026 0.0255 0.0014
H 2.7752 -4.5418 -1.1136 0.0453 0.0341 0.0103 0.0002
H 1.9742 -6.8058 -1.7087 0.0293 -0.0158 -0.0090 0.0001
H -0.4246 -7.1902 -2.1344 -0.0162 -0.0277 -0.0043 0.0000
H -2.0275 -5.3168 -2.0014 -0.0146 0.0049 0.0049 0.0000
H -1.2336 -3.0415 -1.4717 0.0222 -0.0054 0.0292 0.0004
Br 0.5783 4.5461 -0.3133 0.0100 0.0226 0.0677 0.0017
C -1.3042 4.3271 -0.3968 0.1303 0.2033 -0.0511 0.0061
C -2.0755 5.4609 -0.1733 -0.0221 -0.0197 -0.0524 0.0015
C -3.4462 5.3488 -0.3077 0.0122 -0.1015 -0.0120 -0.0005
C -3.9844 4.1202 -0.6634 0.0775 0.0330 -0.0440 0.0010
C -3.1227 3.0516 -0.8346 -0.1062 0.0074 -0.0937 0.0031
N -1.7940 3.1439 -0.6983 -0.1058 -0.2047 0.2909 0.0620
C -3.7138 1.6993 -1.1762 -0.1492 -0.3435 0.0265 0.0112
O -4.8601 1.6200 -1.5402 -0.0417 0.1497 -0.0384 0.0180
O -2.9570 0.6462 -0.9712 -0.0225 0.2246 0.1652 0.1176
H -1.6011 6.3961 0.0796 0.0180 0.0251 0.0090 0.0004
H -4.0813 6.2084 -0.1465 -0.0235 0.0226 -0.0049 0.0000
H -5.0408 3.9618 -0.8169 -0.0324 0.0048 0.0102 0.0002
C -1.0737 -0.2665 -4.6457 -0.0153 0.0119 -0.0426 0.0024
C -1.0669 -0.1631 -3.1609 0.1538 0.1602 0.0528 0.0134
O -1.3840 -1.0821 -2.4036 -0.1291 -0.3204 -0.1502 0.0931
O -0.6693 0.9648 -2.6275 -0.0292 -0.1216 -0.0375 0.0254
H -1.6567 -1.1277 -4.9567 -0.0074 -0.0107 -0.0110 0.0004
H -0.0436 -0.3889 -4.9823 0.0339 -0.0077 -0.0025 0.0007
H -1.4636 0.6478 -5.0876 -0.0111 0.0066 0.0010 0.0006
C 3.1206 2.4018 2.2110 0.0928 0.0023 0.0090 0.0006
N 2.0061 1.7742 1.5132 0.0462 0.0532 0.0081 0.0068
C 0.7474 1.8836 2.2158 -0.1542 0.0577 -0.0497 0.0017
C 2.0553 1.4781 0.1946 -0.0318 0.0260 -0.0169 0.0106
N 0.9796 1.3055 -0.5386 0.0897 -0.2793 -0.0915 0.0499
N 3.3029 1.4475 -0.3821 -0.0105 0.1329 -0.0157 0.0078
C 4.3587 0.6192 0.1927 0.0003 -0.0797 0.0551 0.0007
C 3.4279 1.6239 -1.8212 -0.0829 -0.0009 -0.0370 0.0005
H 2.7571 3.3089 2.6954 0.0104 0.0005 0.0156 0.0001
H 3.9058 2.6783 1.5163 -0.0157 -0.0007 -0.0003 0.0000
H 3.5352 1.7441 2.9774 0.0026 0.0044 -0.0005 0.0003
H 0.6773 1.1504 3.0241 -0.0146 -0.0206 -0.0024 0.0006
H -0.0781 1.7508 1.5261 0.1921 0.0798 0.1030 0.0013
H 0.6605 2.8822 2.6487 0.0242 -0.0079 0.0252 0.0000
H 1.2648 1.0851 -1.4884 -0.0413 0.0597 0.0193 0.0043
H 4.0763 0.2635 1.1785 -0.0034 -0.0237 0.0181 0.0000
H 5.2890 1.1834 0.2702 0.0294 -0.0075 -0.0088 0.0002
H 4.5179 -0.2581 -0.4389 0.0088 0.0201 0.0276 0.0002
H 3.1725 0.7176 -2.3803 0.0087 -0.0119 0.0014 0.0001
H 4.4637 1.8812 -2.0347 0.0139 -0.0102 -0.0042 0.0000
H 2.8027 2.4506 -2.1563 -0.0215 -0.0112 -0.0037 0.0001
```
Positions in Å, forces in eV/Å.

***

[2]
Density functional theory data (wB97M-V/def2-TZVPD) for the molecule C2H4N2O2.

SMILES string: O=C1NNCO1
Multiplicity: 1
LUMO energy, eV: 0.748
Energy relative to the best compared isomer or geometry (same formula, charge and spin), kJ/mol: 250.5
E, a.u.: -338.5578
HOMO energy, eV: -9.00

Geometry as XYZ:
```
10
Properties=species:S:1:pos:R:3:forces:R:3:nbo_charge:R:1
O -2.5346 -0.1171 -0.0415 0.6275 -0.0194 0.0884 -0.6079
C -1.3337 0.0053 -0.0041 -0.8860 -1.3765 0.2682 0.8565
N -0.3792 -0.9790 0.0770 0.1252 -4.1695 0.8355 -0.5215
N 0.9428 -0.5199 -0.0606 -0.2639 -1.4174 0.4297 -0.4721
C 0.7808 0.8669 0.0762 -1.8680 0.2936 2.6880 0.0841
O -0.6839 1.1554 0.0005 1.5985 0.9713 -0.7675 -0.4869
H -0.4219 -2.0394 0.3416 -0.7406 3.2634 -0.6465 0.4249
H 1.3369 -0.9518 -0.8752 0.1183 0.7981 -0.8419 0.3627
H 1.0352 1.1396 1.1139 0.0557 0.2977 -0.4432 0.1702
H 1.2577 1.4398 -0.6280 1.2334 1.3587 -1.6108 0.1898
```
Positions in Å, forces in eV/Å.

***

> The highest multiplicity belongs to which entry?

C28H30BrN6O6RuS

***

> Look up the multiplicity of the first one.

5

***

> The highest energy relative to the best compared isomer or geometry (same formula, charge and spin) belongs to which entry?

C2H4N2O2

***

> Number 2 is which compound?

C2H4N2O2